No. 1
Entry from OMol25: a structure of composition C23H51N4NbOPTl at a distorted geometry (ωB97M-V/def2-TZVPD).

## Properties
* F_max: 0.0501 hartree/bohr
* 2S+1: 1
* energy: -1771.60808 Eh
* gap between HOMO and LUMO (alpha / beta): 7.78 / 7.78 eV
* total charge: +2
* HOMO energy (alpha / beta): -14.6 / -14.6 eV

Each line ends with the Mulliken charge.
Cartesian coordinates (Å):
N (-2.365, -0.583, -1.042)  -0.894
C (-3.200, -1.472, -1.002)  0.852
O (-4.016, -2.320, -0.928)  -0.462
Tl (-2.063, 3.376, -0.506)  0.908
Nb (-0.459, 0.074, -1.107)  0.285
N (-0.486, 1.937, -2.014)  0.754
N (0.085, -1.430, -2.323)  0.988
C (-0.957, 2.403, -3.342)  0.466
C (-0.369, -2.459, -3.275)  0.681
C (-0.774, 3.917, -3.472)  -1.397
C (-0.108, 1.723, -4.416)  -1.347
C (-2.419, 2.017, -3.510)  -1.196
C (-0.754, -3.718, -2.496)  -1.416
C (0.729, -2.810, -4.282)  -1.798
C (-1.591, -1.961, -4.041)  -1.267
H (-1.359, 4.507, -2.753)  0.259
H (-1.119, 4.213, -4.473)  0.475
H (0.277, 4.210, -3.384)  0.355
H (0.944, 2.028, -4.338)  0.374
H (-0.483, 2.007, -5.412)  0.521
H (-0.152, 0.627, -4.325)  0.145
H (-2.566, 0.929, -3.465)  0.136
H (-2.758, 2.378, -4.494)  0.504
H (-3.079, 2.469, -2.756)  0.241
H (0.102, -4.096, -1.925)  0.339
H (-1.079, -4.493, -3.204)  0.469
H (-1.583, -3.517, -1.805)  0.181
H (1.576, -3.317, -3.804)  0.432
H (1.083, -1.913, -4.808)  0.350
H (0.315, -3.498, -5.032)  0.454
H (-1.894, -2.752, -4.745)  0.537
H (-1.351, -1.064, -4.626)  0.286
H (-2.439, -1.755, -3.377)  0.162
C (0.816, 2.502, -1.580)  -0.849
H (1.301, 1.798, -0.875)  -0.348
H (1.485, 2.672, -2.440)  0.547
H (0.677, 3.459, -1.046)  0.562
C (1.495, -1.506, -1.878)  -0.801
H (1.765, -0.609, -1.275)  0.049
H (1.700, -2.410, -1.278)  0.397
H (2.178, -1.507, -2.742)  0.520
C (0.094, 2.808, 2.141)  -1.263
C (0.960, 1.751, 2.841)  2.040
C (2.421, 2.033, 2.445)  -1.929
C (0.808, 1.915, 4.367)  -1.849
P (0.452, 0.021, 2.281)  -0.413
N (0.138, 0.082, 0.660)  1.175
C (1.830, -1.218, 2.568)  1.979
C (2.414, -1.077, 3.988)  -1.723
C (1.303, -2.650, 2.391)  -1.928
C (2.962, -1.024, 1.546)  -1.540
C (-1.156, -0.518, 3.085)  1.962
C (-2.181, 0.625, 3.024)  -1.660
C (-1.763, -1.702, 2.314)  -1.623
C (-0.936, -0.956, 4.547)  -1.797
H (0.433, 3.807, 2.457)  0.462
H (-0.972, 2.748, 2.390)  0.375
H (0.208, 2.765, 1.048)  -0.294
H (2.639, 3.090, 2.668)  0.594
H (3.149, 1.443, 3.014)  0.360
H (2.590, 1.890, 1.369)  0.215
H (-0.238, 1.870, 4.697)  0.343
H (1.397, 1.186, 4.937)  0.326
H (1.186, 2.915, 4.636)  0.535
H (1.660, -1.208, 4.775)  0.315
H (3.157, -1.879, 4.118)  0.529
H (2.938, -0.128, 4.150)  0.309
H (0.828, -2.793, 1.411)  0.294
H (2.168, -3.331, 2.431)  0.604
H (0.623, -2.961, 3.192)  0.333
H (2.596, -1.127, 0.517)  0.025
H (3.486, -0.071, 1.643)  0.287
H (3.702, -1.821, 1.717)  0.564
H (-2.364, 0.961, 1.994)  0.076
H (-3.141, 0.240, 3.404)  0.618
H (-1.921, 1.484, 3.652)  0.284
H (-1.148, -2.605, 2.355)  0.322
H (-2.730, -1.943, 2.783)  0.601
H (-1.954, -1.447, 1.267)  -0.129
H (-0.333, -1.869, 4.628)  0.315
H (-0.491, -0.174, 5.174)  0.309
H (-1.924, -1.189, 4.974)  0.543

Atoms 1-3, force components in eV/Å:
N 0.3 0.3 0.0
C -1.1 -1.0 0.4
O 1.6 1.7 -0.3

---

No. 2
Entry from OMol25: a cluster of 3 separate species, C23H51N8O7P2 in total at a distorted geometry (ωB97M-V/def2-TZVPD).

## Properties
* F_max: 0.1272 hartree/bohr
* 2S+1: 1
* energy: -2554.06472 Eh
* gap between HOMO and LUMO: 4.24 eV
* total charge: +1
* HOMO energy: -9.3 eV

Each line ends with the Mulliken charge.
Cartesian coordinates (Å):
N (-2.748, 4.269, -0.699)  -0.645
C (-3.565, 3.559, -1.707)  -0.517
C (-4.107, 4.505, -2.775)  -0.063
O (-4.426, 5.788, -2.302)  -0.551
C (-5.267, 3.884, -3.603)  -1.294
C (-6.374, 3.402, -2.718)  0.125
C (-7.243, 4.280, -2.105)  -0.277
C (-8.220, 3.771, -1.256)  0.437
C (-9.126, 4.773, -0.598)  -0.006
O (-8.644, 5.753, -0.134)  -0.412
O (-10.454, 4.521, -0.528)  -0.465
C (-8.313, 2.401, -1.041)  -0.410
C (-7.423, 1.566, -1.678)  0.039
C (-7.435, 0.070, -1.467)  -0.791
C (-7.870, -0.658, -2.739)  0.517
O (-7.310, -1.620, -3.126)  -0.432
O (-8.979, -0.135, -3.354)  -0.463
N (-6.480, 2.071, -2.500)  0.274
H (-2.355, 3.517, -0.139)  0.214
H (-3.432, 4.684, -0.073)  0.305
H (-2.957, 2.815, -2.222)  0.459
H (-4.338, 3.003, -1.153)  0.252
H (-3.304, 4.662, -3.493)  0.448
H (-5.010, 5.740, -1.537)  0.358
H (-4.891, 3.111, -4.274)  0.488
H (-5.687, 4.668, -4.230)  0.326
H (-7.169, 5.346, -2.241)  0.712
H (-10.876, 4.748, -1.369)  0.363
H (-9.050, 1.994, -0.368)  0.574
H (-8.075, -0.155, -0.620)  0.466
H (-6.422, -0.206, -1.175)  0.220
H (-8.707, 0.637, -3.865)  0.351
H (-5.818, 1.462, -2.967)  0.409
O (-0.693, -1.140, -1.313)  -0.906
P (0.000, -0.575, -0.094)  1.055
N (1.293, -1.698, 0.075)  0.308
C (1.338, -2.823, 0.985)  -0.920
C (2.063, -1.934, -1.134)  -1.095
N (-1.369, -0.796, 0.968)  0.213
C (-1.485, -1.880, 1.922)  -1.116
C (-2.661, -0.513, 0.367)  -1.272
N (0.702, 0.402, 1.124)  0.102
C (2.140, 0.496, 1.383)  -1.090
C (-0.067, 1.473, 1.763)  -0.729
H (2.352, -3.227, 1.031)  0.208
H (0.662, -3.636, 0.692)  0.258
H (1.119, -2.522, 2.009)  0.299
H (2.473, -0.992, -1.516)  0.384
H (1.468, -2.394, -1.931)  0.264
H (2.916, -2.585, -0.940)  0.290
H (-1.454, -2.867, 1.445)  0.318
H (-2.433, -1.805, 2.460)  0.362
H (-0.714, -1.813, 2.690)  0.295
H (-3.044, -1.360, -0.219)  0.414
H (-2.592, 0.352, -0.299)  0.249
H (-3.398, -0.261, 1.138)  0.429
H (2.420, -0.232, 2.146)  0.329
H (2.426, 1.485, 1.747)  0.463
H (2.741, 0.321, 0.496)  0.199
H (-0.351, 1.178, 2.775)  0.273
H (-0.974, 1.702, 1.208)  -0.046
H (0.502, 2.403, 1.819)  0.440
O (5.659, -3.358, 2.971)  -0.929
P (6.350, -2.878, 1.723)  1.038
N (7.667, -3.980, 1.634)  0.287
C (9.036, -3.699, 2.005)  -1.093
C (7.299, -5.378, 1.818)  -1.091
N (6.690, -1.252, 2.225)  0.186
C (8.011, -0.774, 2.579)  -1.132
C (5.711, -0.624, 3.113)  -1.050
N (6.598, -2.379, 0.098)  0.147
C (7.159, -3.228, -0.952)  -0.995
C (5.952, -1.175, -0.424)  -0.936
H (9.691, -4.497, 1.649)  0.373
H (9.174, -3.606, 3.090)  0.303
H (9.409, -2.799, 1.515)  0.292
H (6.550, -5.677, 1.075)  0.336
H (6.882, -5.580, 2.810)  0.286
H (8.160, -6.029, 1.671)  0.339
H (8.447, -1.323, 3.423)  0.309
H (7.964, 0.279, 2.862)  0.384
H (8.687, -0.811, 1.722)  0.277
H (5.889, -0.892, 4.162)  0.386
H (4.683, -0.900, 2.879)  0.157
H (5.769, 0.464, 3.023)  0.395
H (8.238, -3.079, -1.018)  0.250
H (6.731, -2.992, -1.928)  0.393
H (6.963, -4.283, -0.782)  0.304
H (6.680, -0.363, -0.499)  0.221
H (5.146, -0.841, 0.224)  0.106
H (5.501, -1.330, -1.408)  0.469

Atoms 1-3, force components in eV/Å:
N -0.5 -0.7 -0.4
C 0.2 0.0 0.5
C 0.3 -0.1 -0.2

---

No. 3
Entry from OMol25: a cluster of 3 separate species, C23H52Br2IN9O7P3S in total at a distorted geometry (ωB97M-V/def2-TZVPD).

## Properties
* F_max: 0.1034 hartree/bohr
* 2S+1: 1
* energy: -8794.76886 Eh
* gap between HOMO and LUMO: 5.65 eV
* total charge: +1
* HOMO energy: -10.0 eV

Each line ends with the Mulliken charge.
Cartesian coordinates (Å):
C (-1.186, -1.408, -2.133)  -1.264
S (0.453, -1.944, -1.725)  1.761
O (1.234, -0.800, -1.338)  -0.522
O (1.008, -2.613, -2.873)  -0.741
C (0.402, -3.020, -0.259)  1.165
C (-0.087, -2.490, 0.943)  -0.081
Br (-0.699, -0.733, 1.024)  0.228
C (-0.111, -3.263, 2.125)  0.273
P (-0.711, -2.519, 3.728)  1.093
N (-0.735, -3.451, 4.953)  -0.868
O (-2.190, -2.056, 3.369)  -0.507
O (0.170, -1.213, 3.985)  -0.350
C (0.345, -4.568, 2.035)  -0.998
N (0.350, -5.362, 3.185)  -0.367
N (0.806, -5.078, 0.847)  0.291
C (1.287, -6.478, 0.886)  -1.229
C (2.694, -6.653, 1.498)  -0.444
C (3.773, -6.975, 0.474)  -1.285
I (3.497, -8.913, -0.373)  0.102
C (0.848, -4.332, -0.286)  -0.347
C (1.423, -4.913, -1.555)  -1.396
C (2.820, -4.380, -1.872)  0.432
O (3.330, -4.502, -2.927)  -0.478
Br (3.765, -3.447, -0.427)  -0.107
H (-1.336, -1.439, -3.206)  0.540
H (-1.244, -0.370, -1.821)  0.395
H (-1.951, -1.939, -1.569)  0.459
H (-0.168, -3.068, 5.700)  0.250
H (-2.749, -2.478, 4.040)  0.344
H (0.974, -1.163, 3.450)  0.400
H (1.288, -5.613, 3.472)  0.244
H (-0.224, -6.189, 3.085)  0.297
H (0.607, -7.064, 1.492)  0.410
H (1.285, -6.947, -0.087)  0.646
H (2.994, -5.793, 2.099)  0.505
H (2.643, -7.505, 2.175)  0.349
H (3.853, -6.259, -0.333)  0.318
H (4.736, -6.991, 0.977)  0.515
H (0.761, -4.663, -2.377)  0.635
H (1.506, -5.994, -1.539)  0.395
O (-2.740, 0.614, -3.600)  -0.664
P (-3.388, 1.896, -4.034)  0.329
N (-5.045, 1.539, -3.866)  0.139
C (-6.101, 1.922, -4.781)  -1.071
C (-5.506, 1.082, -2.563)  -0.991
N (-2.863, 1.942, -5.682)  0.279
C (-3.740, 1.530, -6.763)  -1.148
C (-1.524, 1.401, -5.885)  -1.127
N (-3.528, 3.572, -3.965)  0.241
C (-3.996, 4.155, -2.705)  -1.084
C (-3.119, 4.546, -4.972)  -0.875
H (-6.053, 2.977, -5.078)  0.299
H (-7.074, 1.779, -4.312)  0.457
H (-6.099, 1.303, -5.678)  0.286
H (-5.798, 1.917, -1.912)  0.325
H (-4.720, 0.519, -2.059)  0.180
H (-6.361, 0.411, -2.665)  0.462
H (-4.094, 0.494, -6.655)  0.321
H (-3.212, 1.613, -7.713)  0.382
H (-4.600, 2.193, -6.851)  0.321
H (-1.517, 0.305, -5.933)  0.336
H (-0.854, 1.703, -5.081)  0.338
H (-1.112, 1.789, -6.819)  0.357
H (-5.065, 4.388, -2.753)  0.301
H (-3.459, 5.072, -2.465)  0.401
H (-3.836, 3.469, -1.872)  0.303
H (-3.900, 4.665, -5.727)  0.251
H (-2.192, 4.277, -5.465)  0.278
H (-2.952, 5.520, -4.508)  0.366
O (3.879, 1.373, 2.997)  -0.924
P (3.307, 2.741, 3.190)  0.722
N (3.513, 2.998, 4.858)  0.114
C (2.558, 3.617, 5.753)  -1.020
C (4.863, 2.873, 5.394)  -1.102
N (1.657, 2.414, 2.735)  0.486
C (0.633, 2.206, 3.739)  -1.314
C (1.552, 1.436, 1.672)  -1.207
N (3.168, 4.359, 2.746)  0.146
C (4.350, 5.205, 2.941)  -1.141
C (2.055, 5.015, 2.070)  -0.783
H (2.138, 4.551, 5.359)  0.283
H (3.038, 3.871, 6.697)  0.449
H (1.738, 2.940, 5.999)  0.250
H (5.410, 3.824, 5.355)  0.338
H (5.428, 2.133, 4.828)  0.310
H (4.841, 2.531, 6.430)  0.448
H (0.863, 1.379, 4.425)  0.371
H (-0.322, 1.988, 3.252)  0.368
H (0.460, 3.111, 4.320)  0.382
H (1.657, 0.405, 2.041)  0.118
H (2.320, 1.595, 0.917)  0.309
H (0.583, 1.520, 1.166)  0.458
H (4.271, 5.783, 3.868)  0.309
H (4.481, 5.904, 2.115)  0.407
H (5.258, 4.605, 2.992)  0.351
H (1.288, 5.309, 2.790)  0.244
H (1.602, 4.391, 1.307)  0.213
H (2.401, 5.918, 1.565)  0.359

Atoms 1-3, force components in eV/Å:
C -0.4 0.2 0.8
S 1.4 1.9 -1.5
O -0.3 -0.2 0.8

---

- Look up the energy of the second one.
  -2554.06472 Eh

---

- The highest F_max belongs to which entry?
  C23H51N8O7P2

---

- Which of these has the lowest energy?
  C23H52Br2IN9O7P3S